{"formula": "C28H70BF19N8O10P2", "method": "ωB97M-V/def2-TZVPD", "elements": ["C", "C", "O", "N", "H", "H", "C", "H", "H", "H", "H", "H", "H", "C", "C", "O", "N", "H", "H", "C", "H", "H", "H", "H", "H", "H", "C", "C", "O", "N", "H", "H", "C", "H", "H", "H", "H", "H", "H", "C", "C", "O", "N", "H", "H", "C", "H", "H", "H", "H", "H", "H", "C", "C", "O", "N", "H", "H", "C", "H", "H", "H", "H", "H", "H", "C", "C", "O", "N", "H", "H", "C", "H", "H", "H", "H", "H", "H", "C", "C", "O", "N", "H", "H", "C", "H", "H", "H", "H", "H", "H", "C", "C", "O", "N", "H", "H", "C", "H", "H", "H", "H", "H", "H", "C", "O", "O", "C", "F", "F", "F", "C", "C", "H", "H", "H", "H", "H", "H", "P", "F", "F", "F", "F", "F", "F", "P", "F", "F", "F", "F", "F", "F", "B", "F", "F", "F", "F"], "xyz": [[1.78734, -4.14116, -3.01318], [1.02644, -2.83625, -2.64170], [-0.12756, -2.55166, -2.98753], [1.76280, -1.85083, -1.83372], [1.19095, -1.47654, -1.09009], [2.57234, -2.26009, -1.38958], [2.33540, -0.59851, -2.62762], [2.20432, -3.91579, -3.99472], [1.11705, -4.96970, -3.24194], [2.54942, -4.49918, -2.32096], [3.07559, -0.95119, -3.34584], [2.84447, -0.10207, -1.80148], [1.37693, -0.14541, -2.88086], [2.06955, 2.86558, -0.01739], [3.22971, 1.95601, 0.47963], [4.16558, 1.66905, -0.26161], [3.32324, 1.52508, 2.03235], [3.93813, 2.22588, 2.42080], [2.38628, 1.48179, 2.40696], [3.94656, 0.14233, 2.32828], [2.22456, 3.34993, -0.98149], [1.97250, 3.64516, 0.73821], [1.15953, 2.30923, -0.24200], [3.36586, -0.56217, 1.73283], [3.80190, -0.10420, 3.38013], [5.00235, 0.21624, 2.06759], [-3.19926, -3.29842, -0.51564], [-4.11597, -2.14237, -0.34225], [-3.70341, -1.03507, 0.08699], [-5.50403, -2.15268, -0.80838], [-5.55224, -1.81628, -1.75949], [-5.86035, -3.09416, -0.89061], [-6.41423, -1.23263, 0.08545], [-3.11715, -3.67732, -1.53436], [-3.54703, -4.11541, 0.11656], [-2.20502, -3.00154, -0.18179], [-5.95591, -0.37226, 0.57310], [-6.76031, -1.83088, 0.92832], [-7.11951, -0.80597, -0.62774], [-2.30061, 0.84587, -3.00042], [-1.14602, 1.50172, -3.85562], [-0.03099, 1.90012, -3.43237], [-1.43981, 1.66806, -5.32034], [-0.77460, 1.26020, -5.96162], [-2.25566, 1.12605, -5.56676], [-1.62188, 3.15283, -5.76735], [-2.59084, -0.20242, -3.07072], [-3.27807, 1.28267, -3.20504], [-2.14793, 1.08039, -1.94695], [-2.34883, 3.68984, -5.15804], [-1.84969, 3.16568, -6.83320], [-0.68278, 3.70616, -5.76894], [-1.82158, 3.84471, -0.13727], [-3.16615, 4.41064, -0.29230], [-4.12472, 3.61555, -0.64785], [-3.44463, 5.92649, -0.18784], [-3.51869, 6.16120, 0.79172], [-2.60312, 6.42004, -0.44930], [-4.54466, 6.41359, -1.12147], [-1.76964, 2.75636, -0.16742], [-1.35584, 4.12384, 0.80786], [-1.20726, 4.03870, -1.01651], [-4.04206, 6.71986, -2.03891], [-5.00633, 7.31631, -0.72140], [-5.37373, 5.70745, -1.16750], [4.78572, 4.75961, -3.83191], [4.16987, 3.37018, -4.25504], [3.32011, 2.71267, -3.60131], [4.68745, 2.74991, -5.56933], [3.94500, 2.17140, -5.93567], [4.96714, 3.49825, -6.18728], [5.92330, 1.83996, -5.39041], [4.34990, 5.13058, -2.90425], [4.46258, 5.50749, -4.55603], [5.87187, 4.74030, -3.74252], [6.78912, 2.44302, -5.11697], [6.07359, 1.35057, -6.35270], [5.77657, 1.06875, -4.63423], [-3.99732, 1.45349, 6.58906], [-3.75710, 0.21034, 5.72094], [-3.22843, -0.86009, 6.04238], [-4.46995, 0.26026, 4.36278], [-4.79751, -0.66789, 4.13623], [-5.25312, 0.89322, 4.28460], [-3.54564, 0.54093, 3.20482], [-5.02518, 1.80847, 6.51430], [-3.33936, 2.30891, 6.43594], [-3.82741, 1.23458, 7.64325], [-3.08352, 1.52004, 3.33079], [-4.13902, 0.61047, 2.29314], [-2.70609, -0.15050, 3.13285], [-0.00768, -4.66722, 1.79439], [-0.00855, -3.62028, 2.84394], [-0.94934, -3.51846, 3.59809], [1.09684, -2.60921, 2.84520], [1.81138, -2.86249, 2.17783], [0.75728, -1.72848, 2.48590], [1.73807, -2.53322, 4.21853], [0.61177, -5.48806, 2.15579], [0.27120, -4.48472, 0.75660], [-0.99768, -5.11187, 1.69300], [2.27658, -1.58729, 4.16097], [2.39477, -3.36430, 4.47576], [0.95460, -2.30503, 4.94117], [4.32878, -3.83423, 0.46284], [4.91027, -3.44264, -0.73412], [3.15130, -3.07570, 0.68312], [4.07848, -5.39103, 0.59126], [5.18278, -6.13761, 0.36865], [3.64996, -5.89548, 1.80738], [3.19776, -5.92985, -0.31142], [5.68163, -2.24969, -0.80196], [5.87691, -1.82381, -2.21091], [6.65406, -1.09488, -2.44071], [6.24026, -2.62546, -2.85391], [4.94203, -1.47093, -2.64631], [6.61945, -2.56156, -0.34226], [5.19674, -1.43941, -0.25752], [5.10236, -3.63158, 1.20351], [-5.15318, -3.48515, 3.52982], [-4.75880, -4.00297, 2.05735], [-6.67637, -3.92068, 3.41486], [-4.89166, -4.95152, 4.24270], [-5.62903, -3.08544, 5.05641], [-3.59265, -2.85654, 3.77220], [-5.52581, -1.97366, 2.92233], [0.10370, 2.48055, 3.96517], [-1.09435, 1.70780, 4.69272], [-0.48658, 3.85058, 4.55308], [1.07492, 2.31109, 5.30546], [1.31260, 3.32520, 3.23112], [0.76844, 1.02625, 3.50735], [-0.63838, 2.60127, 2.54709], [-0.06802, -0.49259, 0.40663], [-0.16189, -1.84665, 0.09936], [1.01900, -0.42204, 1.28246], [0.10693, 0.29634, -0.71231], [-1.22427, -0.06039, 1.03870]], "forces_ev_per_angstrom": [[-0.788, 1.004, -0.143], [-2.701, -1.306, -1.030], [3.311, -0.379, 0.916], [1.626, 0.945, -1.602], [-0.631, -0.187, 0.286], [0.706, -1.085, 1.092], [-1.228, -1.815, 2.017], [0.522, 0.060, -0.057], [-0.413, 0.304, 0.326], [0.046, 0.488, 0.133], [-0.626, 0.166, -0.290], [-0.027, 0.517, -0.391], [0.766, 0.563, -0.731], [0.405, -0.410, 0.932], [2.212, -0.286, -2.545], [-2.513, 0.224, 2.736], [0.433, -0.988, -2.306], [-0.338, 0.575, 0.725], [-0.844, 0.719, 0.769], [-0.352, 0.663, -0.866], [1.157, -0.255, 0.084], [-0.668, -0.115, 0.127], [-0.138, -0.283, 0.980], [0.467, -0.227, -0.140], [0.065, 0.501, -0.024], [-0.216, -0.347, -0.024], [-0.231, -0.424, 0.267], [3.886, 4.545, 1.450], [-1.972, -3.956, -1.637], [-0.785, 0.969, 1.302], [0.225, 0.421, -0.422], [-0.465, -0.646, 0.552], [-0.377, -0.208, -0.389], [-0.318, 0.102, -0.180], [-0.068, -0.173, 0.061], [-0.205, 0.151, 0.038], [1.041, -0.440, -0.636], [-0.495, -0.233, -0.496], [-0.543, -0.551, 0.455], [0.145, 1.409, -0.111], [3.408, -0.077, 3.245], [-5.108, -1.543, -2.221], [-0.531, 1.466, -0.578], [1.174, -0.151, 0.192], [-0.957, 0.053, 0.139], [0.458, -0.017, -0.497], [1.201, -0.366, -0.495], [0.045, 0.716, -0.535], [0.545, -0.226, -0.087], [-0.088, -0.502, -0.091], [-0.682, -0.361, 0.166], [0.253, -0.528, 0.742], [1.117, 0.003, 0.421], [-5.286, -5.319, -2.628], [4.343, 5.240, 1.942], [0.163, -1.257, -0.785], [-0.787, 0.124, 0.738], [0.639, 0.135, -0.216], [-0.456, 0.780, 0.668], [-0.985, -0.097, 0.429], [0.402, 0.325, -0.113], [0.266, 0.977, 0.070], [-0.368, -0.570, -0.135], [0.386, 0.086, 0.330], [0.602, -0.336, -0.355], [-1.037, -1.162, -0.636], [-2.429, -1.080, 3.799], [3.687, 2.605, -3.430], [0.775, -0.273, 1.894], [-0.393, 0.016, -0.402], [-0.138, 0.262, -0.643], [0.122, -0.040, -0.107], [0.005, -0.670, 0.130], [0.327, -0.030, -0.438], [-0.015, -0.121, -0.217], [-0.188, 0.083, -0.142], [0.116, 0.180, 0.036], [-0.457, 0.292, 0.047], [0.194, -0.379, 0.180], [1.135, -2.901, 2.600], [-1.907, 4.479, -1.752], [1.484, -0.329, -0.914], [-0.575, -1.137, 0.296], [-0.234, 0.289, 0.554], [0.589, 1.248, -0.136], [-0.076, -0.117, -0.247], [0.193, -0.173, -0.726], [-0.012, -0.560, -0.145], [-0.112, 0.030, 0.293], [0.035, -0.531, 0.086], [-0.569, -0.381, 0.134], [0.004, -1.355, -0.606], [-3.221, 0.073, -0.224], [2.447, 0.504, -0.576], [0.102, -1.790, 1.603], [1.169, -0.673, -1.220], [-0.362, 0.719, 0.376], [-0.451, 2.059, -0.294], [0.338, -0.107, -0.092], [0.699, 0.768, 0.356], [-0.165, 0.255, 0.608], [0.488, -0.273, 0.236], [-0.393, -0.052, -0.385], [-0.025, -0.644, 0.008], [-2.101, 1.967, 1.936], [-0.718, -1.064, -2.631], [0.931, -1.000, -0.167], [0.236, -2.758, -0.630], [0.488, 1.132, -0.053], [-0.004, 2.008, -0.816], [-0.291, 1.302, 0.149], [0.383, -0.886, 1.401], [0.270, -0.435, -1.716], [-0.077, 0.497, 0.875], [-0.361, -0.532, 0.177], [-0.082, 0.065, -0.066], [0.360, 0.759, 0.144], [-0.007, 0.000, 0.415], [0.055, -0.141, 0.787], [-0.213, -1.927, 4.827], [0.020, 0.310, -0.182], [-0.685, 0.117, -2.338], [1.490, 0.940, -1.866], [1.378, 2.190, -0.442], [-2.046, -1.044, -0.436], [-0.007, 0.136, -0.164], [2.200, 0.174, 3.110], [-0.210, -0.381, -0.658], [-0.077, -0.009, -0.777], [-0.946, 0.417, -1.122], [0.490, -0.409, -0.075], [-0.148, 0.495, -0.793], [-1.109, -0.266, -0.199], [-1.573, 0.148, 1.842], [-0.225, -0.670, -0.757], [0.924, 0.795, -0.107], [0.683, 0.385, -1.245], [-0.002, 0.039, 0.096]], "mulliken_charge": [-1.09, 0.59, -0.51, 1.51, -0.48, -0.34, -0.61, 0.37, 0.39, 0.22, 0.44, 0.28, -0.11, -0.34, 0.54, -0.54, 0.43, 0.46, -0.30, -0.72, 0.31, 0.49, -0.35, 0.16, 0.38, 0.38, -0.60, 0.09, -0.23, 0.11, 0.41, 0.40, -0.73, 0.50, 0.37, -0.22, 0.18, 0.35, 0.38, -0.67, 0.22, -0.44, -0.07, 0.42, 0.42, -0.78, 0.45, 0.58, -0.17, 0.33, 0.40, 0.32, -0.33, 0.21, -0.49, -0.07, 0.41, 0.40, -0.81, -0.35, 0.45, 0.48, 0.32, 0.38, 0.33, -1.14, 0.46, -0.38, -0.09, 0.39, 0.41, -0.85, 0.29, 0.44, 0.41, 0.35, 0.40, 0.35, -1.28, 0.77, -0.36, 0.38, -0.06, 0.46, -1.04, 0.41, 0.32, 0.37, 0.53, 0.18, 0.36, -0.86, 0.65, -0.45, 1.81, -0.18, -0.75, -0.53, 0.36, 0.09, 0.40, 0.07, 0.28, 0.34, -0.31, -0.37, -0.56, 0.37, -0.28, -0.28, -0.27, 0.09, -0.94, 0.43, 0.42, -0.15, 0.48, -0.12, 0.41, 1.35, -0.33, -0.36, -0.34, -0.40, -0.42, -0.49, 1.61, -0.25, -0.37, -0.40, -0.44, -0.87, -0.40, -0.57, -0.29, 0.04, -0.04, 0.26], "gap_ev": 4.75, "e_tot_ha": -4903.39255, "charge": 4, "largest_force_ev_per_a": 7.95}